[1]
{"formula": "C6H10N", "method": "ωB97M-V/def2-TZVPD", "species": ["N", "C", "C", "C", "C", "C", "C", "H", "H", "H", "H", "H", "H", "H", "H", "H", "H"], "positions_angstrom": [[-0.21, -0.45, 0.61], [0.07, -1.96, 0.78], [-0.67, 1.12, -1.45], [1.23, -0.08, -1.52], [0.77, 1.30, -1.16], [0.04, 0.06, -0.63], [-0.96, 0.24, 1.61], [-0.07, -2.34, 1.77], [1.08, -0.42, -2.54], [-0.97, 0.79, -2.43], [0.57, -2.45, -0.03], [-1.39, 1.79, -0.99], [2.16, -0.42, -1.08], [1.27, 2.08, -0.63], [-0.47, 0.12, 2.58], [-1.01, 1.30, 1.36], [-1.97, -0.15, 1.69]], "energy_ev": -7863.17852, "homo_ev": [-13.56, -13.59], "mol_weight_g_mol": 96.15, "homo_lumo_gap_ha": [0.29284, 0.27345], "de_lowest_kj_mol": 305.8, "charge": 1, "smiles": "C=[N+](C)[C@]12C[C@@H]1C2"}

=====

[2]
{"formula": "C6H10N", "method": "ωB97M-V/def2-TZVPD", "species": ["N", "C", "C", "C", "C", "C", "C", "H", "H", "H", "H", "H", "H", "H", "H", "H", "H"], "positions_angstrom": [[-1.64, -0.06, 0.09], [-0.17, -1.57, -1.18], [0.80, 0.81, 1.62], [-0.29, -0.20, -0.46], [0.24, 0.91, -1.41], [0.03, -0.14, 0.96], [-1.31, -0.38, 1.29], [1.24, 0.68, -1.81], [1.69, 0.24, 1.72], [0.63, 0.95, 2.80], [0.94, -1.69, -1.28], [-1.86, -0.42, 2.32], [-0.48, 0.99, -2.28], [1.22, 1.80, 1.20], [-0.64, -2.29, -0.62], [0.22, 1.76, -0.89], [-0.62, -1.40, -2.07]], "energy_ev": -7862.88105, "homo_ev": -16.24, "mol_weight_g_mol": 96.15, "homo_lumo_gap_ha": 0.36741, "de_lowest_kj_mol": 334.5, "charge": 1}

=====

[3]
{"formula": "C6H10N", "method": "ωB97M-V/def2-TZVPD", "species": ["N", "C", "C", "C", "C", "C", "C", "H", "H", "H", "H", "H", "H", "H", "H", "H", "H"], "positions_angstrom": [[-3.82, -0.48, 0.30], [1.09, 0.01, -0.41], [-1.49, 0.42, -0.31], [2.21, 0.33, 0.19], [-0.17, 0.94, -0.42], [3.38, -0.61, 0.21], [-2.54, -0.05, -0.08], [-4.47, -0.63, -0.49], [3.37, -0.99, 1.18], [3.22, -1.32, -0.64], [1.15, -0.78, -1.12], [4.35, 0.02, 0.08], [0.04, 1.62, 0.32], [-3.77, -1.31, 0.91], [-4.38, 0.22, 0.84], [-0.17, 1.42, -1.41], [2.01, 1.19, 0.86]], "energy_ev": -7863.55600, "homo_ev": -12.61, "mol_weight_g_mol": 96.15, "homo_lumo_gap_ha": 0.30942, "de_lowest_kj_mol": 269.4, "charge": 1, "smiles": "C/C=C/CC#C[NH3+]"}